Version P
Molecular formula: C4H14NO2
Method: DFT, ωB97M-V/def2-TZVPD

As for the multiplicity: 1. Its HOMO energy is -14.95 eV. As for the charge: +1. The lowest unoccupied orbital energy comes out at -2.880 eV.

Cartesian coordinates (Å):
O  -0.67073  2.02272  0.89385
C  -0.95647  1.53838  -0.41642
C  -0.89040  0.01553  -0.28718
N  0.50118  -0.19495  0.35853
C  0.84233  -1.62399  0.68820
C  -1.91127  -0.65949  0.66531
H  -0.83452  2.96651  0.98410
H  -0.32119  1.96732  -1.18013
H  -1.99276  1.75619  -0.67229
H  -0.78116  -0.44696  -1.27262
H  1.18311  0.05746  -0.42249
H  0.58280  0.59167  1.02870
H  0.09463  -1.92550  1.43052
H  1.80924  -1.59937  1.20896
H  1.06029  -2.15638  -0.22808
H  -2.94086  -0.79029  0.35230
H  -1.72291  -1.73242  0.46549
H  -1.78356  -0.16082  1.61074
H  3.40038  0.57451  -1.26482
H  2.67120  -0.19850  -2.44420
O  2.66069  -0.00162  -1.49845

Version Q
Molecular formula: C4H14NO2
Method: DFT, ωB97M-V/def2-TZVPD

As for the multiplicity: 1. Its HOMO energy is -14.00 eV. As for the charge: +1. The lowest unoccupied orbital energy comes out at -3.130 eV.

Cartesian coordinates (Å):
C  -0.93340  1.78581  1.36709
C  -0.37282  0.29091  1.43361
C  0.88068  0.06969  0.71442
C  2.10373  0.04376  1.27125
N  0.68922  -0.56758  -0.68251
H  -1.77674  1.76755  2.15670
H  -0.04740  2.52761  1.46993
H  -1.56670  1.87995  0.45125
H  -0.13926  0.14485  2.51455
H  -1.18328  -0.47298  1.21938
H  2.20257  0.55983  2.22477
H  3.04860  -0.29247  0.68219
H  1.67544  -0.99317  -0.88638
H  0.54510  0.13018  -1.44756
H  -0.01493  -1.31327  -0.90850
H  -1.51660  -3.13384  -1.19440
H  -1.35467  -3.59569  0.14152
O  -1.30859  -2.75209  -0.30342
H  0.36132  1.73770  -3.49941
H  -1.10197  1.18791  -3.46283
O  -0.19032  0.99535  -3.26165

The winner here is version P, beating the second structure by 64.6 kJ/mol.

Version P
Molecular formula: C4H14NO2
Method: DFT, ωB97M-V/def2-TZVPD

As for the multiplicity: 1. Its HOMO energy is -14.73 eV. As for the charge: +1. The lowest unoccupied orbital energy comes out at -3.054 eV.

Cartesian coordinates (Å):
C  -0.24397  -2.40453  -0.63338
C  0.09828  -0.96030  -0.28638
C  -0.19946  -0.59837  1.16091
C  -0.01986  0.83681  1.60306
O  1.29475  1.27021  1.25819
N  -0.63071  -0.02459  -1.25847
H  0.04966  -2.63407  -1.65048
H  -1.27030  -2.64100  -0.35557
H  0.35483  -3.03592  0.02439
H  1.13829  -0.76725  -0.53829
H  -1.18163  -0.97642  1.44128
H  0.51162  -1.22029  1.70444
H  -0.75560  1.49094  1.15004
H  -0.16701  0.90068  2.68262
H  1.49101  2.07926  1.75134
H  -0.23765  0.93412  -1.20956
H  -0.52197  -0.32105  -2.23713
H  -1.62854  0.01554  -1.04912
H  0.66252  3.14937  -1.83406
H  0.98047  2.35130  -0.54220
O  0.27525  2.55556  -1.18164

Version Q
Molecular formula: C4H14NO2
Method: DFT, ωB97M-V/def2-TZVPD

As for the multiplicity: 1. Its HOMO energy is -14.19 eV. As for the charge: +1. The lowest unoccupied orbital energy comes out at -3.047 eV.

Cartesian coordinates (Å):
C  1.52056  0.24402  0.65283
N  0.96838  0.10947  -0.75033
C  -0.53843  -0.10946  -0.63018
C  -0.84693  0.14311  0.84152
C  0.44277  -0.10172  1.66749
H  2.47298  -0.28238  0.72690
H  1.66152  1.32421  0.68730
H  1.32785  -0.73712  -1.19993
H  1.32757  0.94197  -1.36967
H  -0.80865  -1.02885  -1.09532
H  -0.98266  0.76555  -1.22362
H  -1.24541  1.15984  0.79812
H  -1.72906  -0.41563  1.18588
H  0.66969  -1.16061  1.84735
H  0.52220  0.54516  2.51548
H  -4.04508  -3.57379  0.80878
H  -2.52091  -3.63174  0.35728
O  -3.29603  -3.08114  0.46574
H  2.39501  2.91781  -2.45084
H  1.08483  3.38399  -1.86262
O  1.61979  2.58731  -1.97217

The winner here is version P, beating the second structure by 60.9 kJ/mol.

Version P
Molecular formula: C4H14NO2
Method: DFT, ωB97M-V/def2-TZVPD

As for the multiplicity: 1. Its HOMO energy is -14.59 eV. As for the charge: +1. The lowest unoccupied orbital energy comes out at -2.926 eV.

Cartesian coordinates (Å):
O  -0.83967  -1.26294  -1.56003
C  -1.18875  0.09920  -1.37818
C  -0.93266  0.36462  0.19212
N  0.59738  0.01961  0.41472
C  1.05869  0.29654  1.77625
C  -1.16253  1.95030  0.43692
H  -1.09176  -1.56080  -2.48760
H  -2.24764  0.26087  -1.62333
H  -0.58354  0.84641  -1.91395
H  -1.73329  -0.15255  0.80749
H  0.75216  -0.92292  0.16178
H  1.11698  0.51453  -0.35928
H  1.97651  0.93646  1.73794
H  1.36484  -0.62852  2.21722
H  0.34665  0.71359  2.43331
H  -2.02255  2.34172  -0.09742
H  -1.62236  1.95506  1.45090
H  -0.21628  2.52449  0.24739
H  2.08644  -3.44182  -0.42484
H  2.47169  -2.29635  -1.36176
O  1.86968  -2.55751  -0.66964

Version Q
Molecular formula: C4H14NO2
Method: DFT, ωB97M-V/def2-TZVPD

As for the multiplicity: 1. Its HOMO energy is -14.16 eV. As for the charge: +1. The lowest unoccupied orbital energy comes out at -2.892 eV.

Cartesian coordinates (Å):
C  1.24907  1.69606  1.85101
C  0.72931  1.32182  0.45394
C  -0.22712  0.18517  0.47600
C  -0.62437  -0.55218  1.49546
N  -0.86878  -0.13774  -0.83337
H  1.79657  2.63513  1.80690
H  1.95723  0.95506  2.22985
H  0.50264  1.68471  2.64430
H  1.64649  1.06467  -0.07746
H  0.33415  2.23473  -0.00466
H  -0.11803  -0.49017  2.44993
H  -1.45917  -1.22287  1.50403
H  -1.18424  -1.10984  -0.80590
H  -1.56490  0.49500  -1.22751
H  -0.06801  -0.09907  -1.49845
H  1.38912  0.29987  -3.32466
H  2.33206  0.01849  -2.13847
O  1.39783  0.06104  -2.38944
H  -2.18417  -3.45144  -1.49706
H  -2.77245  -2.92383  -0.17019
O  -2.26321  -2.66461  -0.94425

Version R
Molecular formula: C4H14NO2
Method: DFT, ωB97M-V/def2-TZVPD

As for the multiplicity: 1. Its HOMO energy is -14.38 eV. As for the charge: +1. The lowest unoccupied orbital energy comes out at -3.042 eV.

Cartesian coordinates (Å):
C  -2.72366  -0.66541  -0.08587
C  -1.80195  -0.44056  1.12402
C  -0.79619  0.63874  0.84963
C  -0.75883  1.87504  1.30889
N  0.16857  0.20092  -0.18174
H  -3.57293  0.00616  0.01739
H  -2.30714  -0.34261  -1.04657
H  -3.09894  -1.68484  -0.17772
H  -2.42297  -0.17683  1.97453
H  -1.25869  -1.32943  1.46661
H  -1.47644  2.06577  2.08954
H  -0.10588  2.63205  0.91207
H  0.94831  -0.39586  0.13559
H  0.67153  0.96256  -0.65196
H  -0.32038  -0.32389  -0.90993
H  3.65315  0.05551  0.60233
H  3.87058  0.65200  -0.78353
O  3.19088  0.27026  -0.21526
H  2.17567  -0.83322  -2.19510
H  1.54532  -2.27477  -2.21892
O  1.39480  -1.35357  -1.99677

Version S
Molecular formula: C4H14NO2
Method: DFT, ωB97M-V/def2-TZVPD

As for the multiplicity: 1. Its HOMO energy is -13.52 eV. As for the charge: +1. The lowest unoccupied orbital energy comes out at -3.443 eV.

Cartesian coordinates (Å):
C  -0.18262  -1.40655  0.30903
C  -0.91228  -0.42671  -0.60745
C  -0.88018  1.09830  -0.15167
C  -1.26370  1.16495  1.30030
O  -2.43604  0.43638  1.68061
N  1.28930  -1.23070  0.05572
H  -0.39940  -1.24627  1.36435
H  -0.41574  -2.45177  0.11971
H  -1.95855  -0.73020  -0.60978
H  -0.58458  -0.55678  -1.64865
H  -0.01029  1.67595  -0.44097
H  -1.61223  1.48596  -0.86731
H  -1.60234  2.19399  1.50939
H  -0.41622  1.00492  1.96660
H  -2.98284  0.35215  0.90511
H  1.53394  -0.29863  -0.31590
H  1.95339  -1.35913  0.81546
H  1.62006  -1.83620  -0.70032
H  3.26909  0.50203  -2.30704
H  3.23075  1.07837  -0.87513
O  2.76047  0.54993  -1.50206

The winner here is version Q, beating the second structure by 17.2 kJ/mol.

Version P
Molecular formula: C4H14NO2
Method: DFT, ωB97M-V/def2-TZVPD

As for the multiplicity: 1. Its HOMO energy is -15.54 eV. As for the charge: +1. The lowest unoccupied orbital energy comes out at -2.901 eV.

Cartesian coordinates (Å):
C  0.68601  1.61301  0.20790
N  0.19848  0.20710  0.50986
C  -0.66077  -0.27116  -0.59506
C  -0.16181  0.48091  -1.81325
C  0.44106  1.79827  -1.30116
H  0.13545  2.30567  0.84319
H  1.74690  1.65271  0.41611
H  -0.25049  0.12144  1.42470
H  1.03040  -0.38521  0.61342
H  -1.68584  -0.12630  -0.30703
H  -0.49821  -1.33639  -0.69443
H  0.56732  -0.12149  -2.36043
H  -0.97116  0.70537  -2.50310
H  -0.23101  2.63880  -1.46310
H  1.39766  2.01869  -1.75750
H  -1.48963  -0.38773  3.27800
H  -2.66459  -1.07049  2.58995
O  -1.84416  -0.59791  2.40527
H  1.97922  -3.12255  0.71090
H  0.97049  -3.43403  -0.36260
O  1.30467  -2.68872  0.15834

Version Q
Molecular formula: C4H14NO2
Method: DFT, ωB97M-V/def2-TZVPD

As for the multiplicity: 1. Its HOMO energy is -15.54 eV. As for the charge: +1. The lowest unoccupied orbital energy comes out at -4.981 eV.

Cartesian coordinates (Å):
C  -1.37050  -2.46468  1.04658
C  -0.31364  -1.75892  0.17661
C  -0.19748  -0.33237  0.64179
C  0.04592  0.75570  -1.54414
N  0.51754  0.49175  -0.38085
H  -2.31461  -2.01507  0.77849
H  -1.42150  -3.54266  1.01373
H  -1.16472  -2.19643  2.07700
H  0.59994  -2.34331  0.14639
H  -0.65516  -1.77810  -0.85786
H  -1.14478  0.19297  0.79529
H  0.42479  -0.24205  1.52751
H  -1.02342  1.00713  -1.59629
H  0.64140  1.13269  -2.37053
H  1.39597  0.92099  -0.09726
H  3.02071  0.00495  2.42561
H  3.52922  1.26761  1.81898
O  2.71124  0.76092  1.90033
H  -0.69798  3.63721  -1.89034
H  -1.20836  3.38095  -3.26349
O  -1.37457  3.12069  -2.34755

The winner here is version P, beating the second structure by 178.9 kJ/mol.

Version P
Molecular formula: C3H6IN2
Method: DFT, ωB97M-V/def2-TZVPD

As for the multiplicity: 1. Its HOMO energy is -12.59 eV. As for the charge: +1. The lowest unoccupied orbital energy comes out at -3.385 eV.

Cartesian coordinates (Å):
C  2.07665  0.04490  -0.59950
C  0.41773  0.91639  0.47397
C  0.12730  -0.40936  0.17514
N  1.66785  1.13229  0.03785
N  1.19850  -0.91884  -0.46725
I  -4.27765  -0.04029  -0.06328
H  3.01277  -0.00024  -1.02030
H  0.04728  1.71452  1.11694
H  -5.33498  1.03822  0.29972
H  -0.64838  -1.16448  0.52022
H  2.21588  2.05885  -0.18816
H  1.26787  -1.96254  -0.73148

Version Q
Molecular formula: C3H6IN2
Method: DFT, ωB97M-V/def2-TZVPD

The structure (SMILES) is [H]/N=C1/[C@@H]([NH3+])[C@@H]1I. As for the multiplicity: 1. Its HOMO energy is -13.63 eV. As for the charge: +1. The lowest unoccupied orbital energy comes out at -4.895 eV.

Cartesian coordinates (Å):
H  -2.45641  0.91525  1.47910
N  -1.65239  0.31315  1.61467
C  -0.57847  0.84200  0.99361
C  0.63655  0.23663  0.47145
N  0.26231  -0.89390  -0.54350
C  0.11335  1.72862  0.16757
I  1.51701  3.18345  1.01490
H  1.57061  0.30171  1.00150
H  0.55896  -0.75073  -1.54866
H  -0.72671  -1.19797  -0.40914
H  0.68448  -1.76776  -0.11332
H  -0.15375  1.91002  -0.87760

The winner here is version P, beating the second structure by 273.5 kJ/mol.